A molecular structure, C42H82N2O9P2S at a distorted geometry, computed with ωB97M-V/def2-TZVPD.

Calculated values
Net charge   0
E_tot   -95691.34922 eV
Highest occupied orbital energy   -0.302 Eh

The geometry in XYZ format:
```
138
Properties=species:S:1:pos:R:3:forces:R:3
C 5.202041 -5.665630 -0.735945 -0.29 -0.15 -0.24
C 5.120857 -4.806726 0.632017 -0.20 -0.25 -0.41
C 5.557174 -3.246710 0.428541 -0.32 -1.30 -0.23
C 4.703508 -2.309995 1.412310 -0.15 -0.15 -0.74
C 4.982273 -0.731501 1.254214 -0.72 0.50 1.38
C 3.762485 0.056641 0.521339 1.11 -0.54 -1.05
C 3.999318 1.646856 0.438355 -0.89 -0.05 -0.33
C 3.473063 2.466130 1.725357 0.71 -0.92 0.31
C 1.898138 2.312992 2.011979 0.12 1.23 -0.28
C 0.966241 3.271152 1.086571 0.28 -0.39 0.97
C -0.419592 3.522869 1.920652 0.52 -0.69 -0.67
C -1.729135 3.499734 0.990964 -0.10 0.74 -0.01
C -3.030607 4.200316 1.640972 -0.28 0.09 -0.48
C -4.350753 3.251120 1.650459 0.12 0.54 1.70
C -5.717809 4.106553 1.478285 0.42 -0.14 -0.34
C -6.355169 3.971247 -0.022780 0.47 -1.25 1.08
C -7.539357 2.885617 0.078343 -0.23 -0.73 -1.18
C -8.801610 3.159080 -0.884308 0.16 -0.31 0.29
C -10.169651 2.492491 -0.279778 -0.23 1.12 -1.14
C -10.696371 1.232433 -1.139033 -1.01 -0.21 0.64
C -10.473644 -0.189991 -0.441473 2.42 -3.23 2.39
C -11.496631 -1.411463 -0.588829 2.48 -2.01 1.99
C -11.250374 -2.817591 0.063521 0.87 3.20 -0.55
C -12.294389 -4.018194 -0.101795 -0.11 0.76 0.34
C -12.363586 -5.001156 1.192999 1.00 -0.62 -1.17
O -12.345458 -4.285769 2.448449 0.54 -1.33 -0.43
C -11.728186 -5.050375 3.506090 1.33 0.09 1.79
C -11.117362 -4.054725 4.640611 0.42 -0.47 -0.50
C -9.933642 -3.013311 0.892072 2.79 0.36 1.50
N -9.383524 -4.161756 1.579609 0.32 3.52 -1.08
S -7.880986 -3.719662 2.311292 -2.52 1.49 -1.94
N -7.694914 -2.068185 1.894340 -4.96 -2.18 -2.18
C -8.894159 -1.848134 1.122354 -0.76 1.57 -1.16
C -9.217375 -0.464031 0.435620 -2.47 -0.69 -1.29
H 4.534264 -6.614624 -0.700737 1.07 1.60 0.13
H 4.819934 -5.036083 -1.632820 0.73 -1.05 1.47
H 6.267745 -6.046737 -0.971680 -1.66 0.86 0.37
H 4.039596 -4.845009 1.037472 1.64 0.10 -0.70
H 5.778758 -5.341597 1.402366 -0.90 0.95 -0.92
H 6.689869 -3.216497 0.594338 -1.58 0.38 -0.09
H 5.373499 -3.019366 -0.695017 0.20 -0.02 1.93
H 4.842282 -2.695456 2.492158 -0.11 0.78 -1.66
H 3.586323 -2.471319 1.146923 1.76 0.11 0.48
H 5.048952 -0.296252 2.329695 0.02 -0.61 -1.72
H 5.988187 -0.497827 0.760283 -1.48 -0.43 0.48
H 3.766013 -0.337193 -0.571442 -0.16 0.61 1.68
H 2.750067 -0.250126 0.958391 1.50 0.56 -0.40
H 5.111843 1.819555 0.208913 -1.60 -0.08 0.56
H 3.415607 2.037871 -0.480767 0.91 -0.58 1.35
H 3.826640 3.568118 1.664106 -0.83 -1.75 0.07
H 4.019057 2.014898 2.638777 -0.76 0.75 -1.30
H 1.525437 1.237518 1.883250 0.66 1.48 0.45
H 1.729114 2.681731 3.099519 0.23 -0.87 -1.71
H 1.568542 4.247488 0.946690 -1.21 -1.42 -0.02
H 0.770023 2.766368 0.069802 0.25 0.91 1.52
H -0.492138 2.630728 2.647616 -0.05 1.49 -0.91
H -0.284941 4.479367 2.535795 -0.45 -1.28 -0.90
H -1.521701 4.058086 -0.003569 -0.17 -1.17 1.52
H -1.982813 2.402912 0.784258 0.45 1.55 0.04
H -2.745847 4.560395 2.694516 -0.71 -0.65 -1.41
H -3.347702 5.154675 1.060363 0.85 -1.54 0.80
H -4.387916 2.795608 2.718177 0.04 0.51 -1.80
H -4.280530 2.361881 0.934491 -0.10 1.44 0.74
H -6.436941 3.723359 2.294226 0.84 0.75 -1.52
H -5.515525 5.213391 1.689545 -0.14 -1.57 -0.14
H -6.656722 4.976882 -0.472807 0.17 -1.44 0.75
H -5.533949 3.496859 -0.691922 -1.34 1.08 0.96
H -7.950168 2.717691 1.136519 0.80 0.63 -1.40
H -7.088840 1.864323 -0.244213 -0.70 1.59 0.67
H -8.610727 2.742037 -1.949867 -0.28 0.65 1.78
H -8.911216 4.294430 -1.012273 -0.05 -1.62 0.33
H -10.972825 3.321974 -0.404119 1.21 -1.47 0.32
H -10.100824 2.275279 0.839890 0.04 0.14 -1.63
H -11.843495 1.371372 -1.255057 1.85 -0.42 0.17
H -10.276561 1.304089 -2.208741 -0.45 -0.43 1.69
H -12.443065 -1.263983 -1.221475 1.57 -0.30 1.16
H -12.012376 -4.618350 -1.048853 -0.41 0.73 1.66
H -13.332143 -3.557748 -0.301199 1.63 -0.62 0.32
H -11.424343 -5.677293 1.103044 -1.46 1.08 0.37
H -13.270864 -5.695301 1.105739 1.03 1.08 0.12
H -10.829882 -5.690341 3.157194 -1.53 1.08 0.06
H -12.436416 -5.762013 4.061209 0.55 0.97 -1.08
H -11.940227 -3.557616 5.261282 1.25 -0.58 -1.00
H -10.402132 -3.284800 4.152681 -1.46 -1.10 0.75
H -10.439233 -4.680133 5.344109 -1.29 0.90 -1.08
H -8.467733 0.379106 0.600635 -1.21 -1.33 -0.29
O 5.847025 5.297486 2.538405 2.73 -1.67 -3.29
P 7.049930 6.240231 2.392374 -3.19 5.67 6.50
O 7.511787 6.143098 3.979141 0.35 -0.70 -0.46
C 8.248132 4.996673 4.385763 0.30 -0.17 0.27
C 9.670671 5.029793 3.855213 0.06 -0.03 -0.13
O 6.112367 7.615564 2.434941 0.54 -0.27 -1.10
C 4.757216 7.576147 1.988215 -0.43 -0.17 0.09
C 3.810163 7.356582 3.155330 -0.02 0.19 0.32
O 8.407582 7.246205 2.107157 -0.17 -3.12 -1.96
C 8.494638 8.604317 2.546321 -0.14 1.08 0.04
C 8.348530 8.837346 4.041472 -0.23 -0.27 0.15
H 7.733285 4.086432 4.063071 -0.04 0.01 0.06
H 8.267607 4.997985 5.478727 -0.15 0.10 -0.10
H 9.682460 4.945659 2.763867 0.06 -0.02 0.06
H 10.256606 4.206004 4.267312 -0.06 -0.01 -0.01
H 10.159161 5.971877 4.111521 -0.04 -0.07 0.01
H 4.624663 6.812325 1.216177 0.04 0.03 0.22
H 4.533887 8.535807 1.513944 0.23 0.04 0.09
H 4.163162 6.581878 3.841533 0.01 -0.07 -0.31
H 2.811038 7.088884 2.805815 0.03 0.03 0.00
H 3.734655 8.273597 3.747779 -0.06 -0.05 -0.08
H 7.790231 9.221813 1.984063 -0.05 -0.17 0.12
H 9.492591 8.944782 2.253446 0.03 -0.42 -0.15
H 7.337046 8.629234 4.391566 0.08 -0.04 -0.06
H 8.563490 9.882175 4.283412 0.10 -0.03 -0.24
H 9.036701 8.205548 4.607322 -0.03 0.09 -0.06
O 6.094397 -6.290966 -4.311782 4.26 -1.56 -0.70
P 6.206665 -6.763802 -5.768389 -8.76 2.09 -1.70
O 5.743316 -5.319795 -6.432750 0.87 0.02 0.17
C 6.716777 -4.287039 -6.517757 0.14 0.35 -0.21
C 7.749341 -4.580183 -7.592064 0.11 -0.09 0.00
O 4.749193 -7.568212 -5.732295 1.04 -0.70 -0.09
C 4.245250 -8.088622 -4.502575 -0.17 0.12 0.44
C 3.283716 -7.107283 -3.855368 -0.32 0.15 -0.16
O 6.432685 -7.368429 -7.355888 2.95 -0.02 2.19
C 5.357831 -7.702621 -8.237801 -0.81 -0.55 -0.46
C 4.378695 -6.584389 -8.557192 -0.02 0.24 0.30
H 7.197048 -4.143422 -5.544900 -0.06 0.03 0.01
H 6.185830 -3.364280 -6.765940 -0.10 -0.15 0.09
H 8.352135 -5.454330 -7.326137 0.02 0.07 -0.05
H 8.421207 -3.730085 -7.725243 -0.02 -0.01 0.05
H 7.266006 -4.799623 -8.546034 0.02 0.04 0.07
H 5.064685 -8.350745 -3.826732 -0.11 0.18 -0.10
H 3.718866 -9.020997 -4.724844 0.06 0.08 -0.23
H 3.652428 -6.078280 -3.881750 0.21 -0.22 0.10
H 3.081102 -7.381857 -2.818438 0.00 0.00 -0.04
H 2.336167 -7.102278 -4.402961 0.04 -0.05 0.08
H 4.833874 -8.586183 -7.865760 0.02 0.19 0.10
H 5.831209 -8.007207 -9.176294 0.37 0.10 0.23
H 3.781160 -6.302914 -7.689612 0.10 -0.02 -0.04
H 3.681668 -6.904316 -9.337081 0.19 -0.18 -0.01
H 4.901357 -5.692238 -8.909091 -0.05 -0.10 -0.01
```
Forces are in eV/Å.